Molecular formula: C9H13N2
Method: DFT, wB97M-V/def2-TZVPD

XYZ file:
```
24
Properties=species:S:1:pos:R:3:mulliken_charge:R:1
C -1.442 2.381 1.050 -1.31
C -1.487 0.972 0.306 0.08
C -1.847 -0.295 1.088 -0.92
C -0.307 0.102 0.475 0.10
C 0.934 0.428 1.178 -0.17
C 2.066 -0.414 0.523 -0.83
C 1.335 -1.025 -0.593 0.34
N 1.676 -1.656 -1.741 -0.09
C 0.468 -1.789 -2.457 -0.40
C -0.523 -1.312 -1.751 -0.25
N 0.082 -0.769 -0.609 0.30
H -2.489 2.749 0.865 0.37
H -0.558 2.810 0.553 0.34
H -1.395 2.559 2.141 0.31
H -1.762 1.023 -0.772 0.27
H -2.083 -0.077 2.153 0.32
H -2.079 -1.205 0.579 0.32
H 0.861 0.121 2.253 0.37
H 1.157 1.433 0.840 0.19
H 2.597 -1.006 1.325 0.33
H 3.034 0.065 0.142 0.35
H 2.662 -1.866 -1.873 0.24
H 0.602 -2.131 -3.532 0.37
H -1.503 -1.098 -2.141 0.39
```

Molecular weight = 149.22 g mol⁻¹
Total charge = +1
E_tot = -12515.3758 eV
SMILES = C[C@@H]1C[C@]12CCc1[nH+]ccn12
Kohn-Sham gap = 10.0 eV
Energy relative to the best compared isomer or geometry (same formula, charge and spin) = 2.244 eV
HOMO level = -12.7 eV

---

Molecular formula: C9H13N2OP
Method: DFT, wB97M-V/def2-TZVPD

XYZ file:
```
26
Properties=species:S:1:pos:R:3:mulliken_charge:R:1
C -1.788 -1.740 -2.144 -0.54
C -2.580 -0.836 -1.418 -0.76
C -0.398 -1.746 -2.053 -0.68
C -1.970 0.187 -0.690 -0.36
C 0.188 -0.743 -1.283 0.72
C -0.572 0.285 -0.530 0.68
C -0.830 0.553 2.613 -0.94
C 2.989 1.182 0.428 -0.59
C -0.797 1.552 1.467 -0.61
N 1.525 -0.766 -1.097 -0.21
N -0.027 1.009 0.389 -0.31
O 3.996 -1.359 -0.369 -0.62
P 2.753 -0.657 0.060 0.36
H -2.304 -2.443 -2.735 0.40
H -3.651 -0.942 -1.428 0.40
H 0.214 -2.388 -2.705 0.28
H -2.617 0.764 -0.034 0.18
H -1.772 0.849 3.167 0.30
H -0.845 -0.499 2.180 0.24
H -0.198 0.543 3.454 0.37
H 3.231 1.756 -0.480 0.30
H 2.015 1.499 0.809 0.10
H 3.629 1.059 1.226 0.34
H -1.860 1.836 1.213 0.33
H -0.312 2.580 1.600 0.35
H 1.982 -1.533 -1.637 0.27
```

Molecular weight = 196.19 g mol⁻¹
Total charge = 0
E_tot = -23857.8074 eV
Kohn-Sham gap (alpha / beta) = 6.7 / 6.5 eV
Energy relative to the best compared isomer or geometry (same formula, charge and spin) = 1.489 eV
HOMO level (alpha / beta) = -7.7 / -7.7 eV

---

Molecular formula: C9H13N3
Method: DFT, wB97M-V/def2-TZVPD

XYZ file:
```
25
Properties=species:S:1:pos:R:3:mulliken_charge:R:1
C 1.344 2.679 -0.273 -1.22
C 1.175 1.133 -0.183 0.08
N 2.364 0.495 -0.118 -0.67
C 2.418 -0.881 -0.089 0.27
N 3.567 -1.536 0.381 -0.44
N 1.283 -1.646 -0.170 -0.66
C 0.117 -1.016 -0.180 0.43
C -0.091 0.434 -0.112 0.94
C -1.351 1.123 0.161 -1.06
C -2.513 0.113 0.561 -0.82
C -2.448 -1.174 -0.260 -0.63
C -1.109 -1.870 -0.377 -0.60
H 1.615 2.934 -1.257 0.32
H 2.169 3.001 0.290 0.41
H 0.349 3.172 0.024 0.29
H 4.215 -0.921 0.864 0.25
H 3.401 -2.506 0.257 0.26
H -1.606 1.717 -0.579 0.55
H -1.092 1.701 1.104 0.30
H -3.538 0.710 0.346 0.25
H -2.448 0.005 1.624 0.44
H -2.569 -0.733 -1.217 0.26
H -3.303 -1.727 0.084 0.41
H -1.124 -2.682 0.361 0.31
H -0.826 -2.525 -1.244 0.31
```

Molecular weight = 163.22 g mol⁻¹
Total charge = 0
E_tot = -14013.2114 eV
SMILES = Cc1nc(N)nc2c1CCCC2
Kohn-Sham gap = 9.0 eV
Energy relative to the best compared isomer or geometry (same formula, charge and spin) = 0.000 eV
HOMO level = -8.1 eV

---

Molecular formula: C9H13N3O2
Method: DFT, wB97M-V/def2-TZVPD

XYZ file:
```
27
Properties=species:S:1:pos:R:3:mulliken_charge:R:1
H -3.336 2.096 1.097 0.29
N -2.372 1.848 0.728 -0.61
C -2.055 0.717 0.466 0.31
C -2.672 -0.528 0.450 -0.02
N -1.692 -1.600 0.443 -0.68
N -3.782 -0.839 1.294 -0.56
C -0.422 0.853 -0.422 0.09
O -0.099 2.210 -0.352 -0.60
O -0.794 0.305 -1.642 -0.62
C 1.347 0.240 -0.268 0.79
C 1.809 -0.669 -1.211 -0.41
C 3.128 -1.119 -1.138 -0.36
C 4.002 -0.515 -0.211 -0.61
C 3.516 0.480 0.704 -0.39
C 2.165 0.851 0.701 -0.54
H -3.005 -0.613 -0.706 0.23
H -1.151 -1.486 1.323 0.29
H -0.952 -1.627 -0.325 0.29
H -4.402 -1.259 0.644 0.31
H -3.437 -1.380 2.117 0.28
H -0.899 2.806 -0.278 0.36
H -0.086 0.521 -2.323 0.43
H 1.018 -1.183 -1.783 0.33
H 3.408 -1.962 -1.775 0.37
H 5.067 -0.568 -0.510 0.30
H 4.028 0.974 1.542 0.32
H 1.667 1.448 1.434 0.40
```

Molecular weight = 195.22 g mol⁻¹
Total charge = 0
E_tot = -18104.8272 eV
SMILES = [H]/N=C(\C(N)N)C(O)(O)c1ccccc1
Kohn-Sham gap = 9.7 eV
Energy relative to the best compared isomer or geometry (same formula, charge and spin) = 3.524 eV
HOMO level = -9.1 eV

---

Molecular formula: C9H13N3O3
Method: DFT, wB97M-V/def2-TZVPD

XYZ file:
```
28
Properties=species:S:1:pos:R:3:mulliken_charge:R:1
C 0.190 0.778 -2.831 -1.52
C 0.349 -0.702 -2.617 0.36
C -0.656 -1.547 -3.408 -0.76
N -1.249 -2.408 -2.618 0.67
O -2.230 -3.095 -2.702 -0.63
O -0.560 -2.300 -1.161 -0.52
C 0.301 -1.241 -1.120 0.59
C 1.597 -1.425 -0.267 0.30
O 2.578 -2.124 -0.259 -0.71
N 1.160 -0.508 0.546 0.21
C 1.387 0.058 1.860 -0.75
C 0.169 -0.164 2.763 -0.48
C -0.998 0.482 2.011 -0.74
C -1.112 -0.420 0.748 -0.67
N -0.018 -0.102 -0.184 -0.06
H 0.220 1.047 -3.790 0.58
H 1.001 1.187 -2.148 0.28
H -0.772 0.967 -2.456 0.38
H 1.312 -1.198 -3.029 0.31
H -1.073 -1.368 -4.314 0.56
H 1.678 1.168 1.778 0.27
H 2.386 -0.311 2.276 0.35
H 0.189 0.369 3.806 0.28
H 0.055 -1.241 3.111 0.31
H -1.922 0.325 2.492 0.48
H -0.883 1.496 1.490 0.27
H -1.102 -1.541 1.014 0.33
H -2.141 -0.294 0.370 0.32
```

Molecular weight = 211.22 g mol⁻¹
Total charge = 0
E_tot = -20149.9234 eV
SMILES = C[C@@H]1C=[N+]([O-])O[C@@]12C(=O)N1CCCCN12
Kohn-Sham gap = 9.6 eV
Energy relative to the best compared isomer or geometry (same formula, charge and spin) = 7.768 eV
HOMO level = -9.1 eV

---

Molecular formula: C9H13N3O4S
Method: DFT, wB97M-V/def2-TZVPD

XYZ file:
```
30
Properties=species:S:1:pos:R:3:mulliken_charge:R:1
C -3.954 -1.782 1.109 -1.15
C -4.360 -0.544 0.318 -0.48
C -3.188 0.110 -0.414 -0.49
C -2.151 0.691 0.543 -0.51
O -1.182 1.472 -0.164 -0.29
C -0.157 0.826 -0.709 0.53
O 0.020 -0.361 -0.653 -0.56
C 0.791 1.805 -1.371 -0.61
S 2.025 2.315 -0.123 -0.16
C 3.078 0.933 -0.162 0.55
N 2.951 0.028 -1.066 -0.39
N 3.779 -1.023 -1.050 -0.16
C 4.779 -1.250 -0.138 0.39
O 5.486 -2.224 -0.157 -0.61
N 4.900 -0.236 0.801 -0.06
C 4.109 0.894 0.895 0.44
O 4.265 1.730 1.748 -0.60
H -3.304 -1.521 1.940 0.31
H -3.430 -2.487 0.469 0.30
H -4.836 -2.275 1.512 0.36
H -4.820 0.185 0.988 0.30
H -5.107 -0.828 -0.426 0.31
H -3.562 0.920 -1.044 0.32
H -2.700 -0.625 -1.057 0.29
H -1.632 -0.106 1.083 0.38
H -2.614 1.384 1.249 0.33
H 0.268 2.711 -1.668 0.45
H 1.324 1.339 -2.196 0.32
H 3.593 -1.728 -1.753 0.25
H 5.630 -0.354 1.496 0.22
```

Molecular weight = 259.29 g mol⁻¹
Total charge = 0
E_tot = -33040.1370 eV
SMILES = CCCCOC(=O)CSc1n[nH]c(=O)[nH]c1=O
Kohn-Sham gap = 8.9 eV
Energy relative to the best compared isomer or geometry (same formula, charge and spin) = 0.000 eV
HOMO level = -8.8 eV

---

Molecular formula: C9H13N4S
Method: DFT, wB97M-V/def2-TZVPD

XYZ file:
```
27
Properties=species:S:1:pos:R:3:mulliken_charge:R:1
C 0.945 0.173 1.315 -0.22
C 0.107 0.443 0.223 -0.38
C 2.179 0.390 -0.564 0.57
C 3.382 0.447 -1.257 -0.42
C 4.500 0.122 -0.496 -0.31
C -2.368 0.053 -1.200 -1.81
C -2.333 1.633 0.914 -1.24
C -2.111 -2.503 0.424 -0.94
C -2.213 0.316 0.229 1.10
N 4.439 -0.006 0.822 -0.39
N 3.361 -0.004 1.496 -0.67
N 2.189 0.174 0.795 0.67
N 0.861 0.525 -0.894 -0.06
S -2.204 -0.983 1.372 0.08
H 0.882 0.066 2.392 0.50
H 3.268 0.631 -2.384 0.28
H 5.544 0.052 -0.725 0.48
H -2.063 -0.815 -1.604 0.48
H -1.999 0.924 -1.673 0.48
H -3.397 0.143 -1.299 0.50
H -2.464 1.603 1.991 0.43
H -3.292 2.028 0.447 0.33
H -1.594 2.326 0.870 0.33
H -1.378 -2.424 -0.316 0.31
H -2.923 -2.731 -0.245 0.40
H -2.041 -3.401 1.184 0.31
H 0.724 0.819 -1.818 0.17
```

Molecular weight = 209.30 g mol⁻¹
Total charge = +1
E_tot = -26327.6052 eV
Kohn-Sham gap = 7.9 eV
Energy relative to the best compared isomer or geometry (same formula, charge and spin) = 4.439 eV
HOMO level = -12.0 eV

---

Molecular formula: C9H13NNiO2
Method: DFT, wB97M-V/def2-TZVPD

XYZ file:
```
26
Properties=species:S:1:pos:R:3:mulliken_spin:R:1
C -0.937 1.107 -2.259 0.06
C 0.448 0.926 -2.525 0.08
C 1.189 1.476 -1.441 0.06
C 0.265 2.007 -0.494 0.09
C -1.065 1.739 -0.973 0.01
Ni -0.133 0.088 -0.807 1.35
N -1.330 -1.072 0.081 0.05
C -0.381 -2.218 0.032 -0.13
C 0.776 -1.571 -0.693 0.58
H 2.273 1.567 -1.394 -0.03
H 0.873 0.532 -3.441 -0.02
H 0.531 2.587 0.391 0.01
H -1.984 2.107 -0.519 0.01
H -1.736 0.882 -2.954 0.01
H 0.896 -1.884 -1.730 -0.12
H -0.779 -3.076 -0.543 0.00
H -1.399 -0.848 1.092 0.03
H 1.683 -1.501 -0.098 0.01
H -0.135 -2.555 1.053 -0.04
C 1.413 0.539 4.209 0.00
C 1.016 -0.106 2.916 -0.01
O 0.433 -1.220 2.959 0.01
O 1.310 0.578 1.880 0.01
H 1.407 -0.168 5.033 0.00
H 0.709 1.341 4.442 0.00
H 2.394 1.002 4.129 0.00
```

Multiplicity = 3
Molecular weight = 225.90 g mol⁻¹
Total charge = -2
E_tot = -56166.9982 eV
Kohn-Sham gap (alpha / beta) = 3.6 / 5.8 eV
Energy relative to the best compared isomer or geometry (same formula, charge and spin) = 0.000 eV
HOMO level (alpha / beta) = 2.9 / 0.6 eV
⟨S²⟩ = 2.02